Record 1
Formula: C7H16N2O2
Source: OMol25
Level of theory: wB97M-V/def2-TZVPD

Values from the calculation:
- Max |F|: 0.0892 hartree/bohr
- ΔE to the lowest compared entry with this formula, charge and spin: 147.51 kJ/mol
- SMILES: CCN(C)C(C)=O.CC(N)=O
- Highest occupied orbital energy: -8.820 eV

Last column: natural (NBO) charge in e.
Atoms and positions in Å:
O  2.833  -2.245  2.561  -0.5925
H  -0.366  -0.207  1.362  0.1902
H  1.312  -4.001  0.832  0.2514
H  -1.641  1.652  0.761  0.2177
H  0.823  -1.863  3.899  0.3942
H  0.312  -2.618  0.436  0.2120
H  1.916  -2.331  0.073  0.2420
O  -1.682  2.382  -3.092  -0.5378
C  0.082  0.464  0.548  -0.6403
H  1.124  0.472  0.875  0.2265
H  -1.596  -0.483  -1.978  0.2469
H  -0.250  -1.927  2.584  0.3802
H  1.239  1.492  -2.273  0.1830
C  -2.204  0.395  -1.726  -0.7392
C  1.718  -2.394  2.130  0.6822
C  -1.606  1.708  -2.108  0.7163
H  0.765  3.132  -2.462  0.2212
H  -0.084  2.491  0.806  0.2072
N  0.628  -2.199  2.970  -0.8396
H  -0.054  -0.225  -0.302  0.2015
N  -0.580  2.085  -1.141  -0.5014
C  -0.688  1.747  0.265  -0.2326
H  -2.422  0.215  -0.673  0.2323
H  -3.148  0.308  -2.287  0.2373
C  0.699  2.279  -1.697  -0.4511
C  1.307  -2.912  0.765  -0.7286
H  1.563  2.583  -1.131  0.2210


Record 2
Formula: C7H16N3
Source: OMol25
Level of theory: wB97M-V/def2-TZVPD

Values from the calculation:
- Max |F|: 0.0861 hartree/bohr
- Total charge: +1
- ΔE to the lowest compared entry with this formula, charge and spin: 321.97 kJ/mol
- SMILES: CCNCC[N+]1=CNCC1
- Highest occupied orbital energy: -12.843 eV

Last column: natural (NBO) charge in e.
Atoms and positions in Å:
H  3.423  -1.651  0.004  0.2556
C  -2.725  -0.008  0.234  -0.2347
H  -3.438  0.280  -0.500  0.2290
H  -0.082  -0.173  -1.787  0.2362
C  -1.059  1.925  0.054  -0.2357
N  0.913  0.602  0.257  -0.5652
N  -1.011  -1.506  -0.482  -0.5782
C  2.280  -1.406  -0.177  -0.6319
H  1.035  2.640  0.038  0.2251
H  2.434  0.452  -1.127  0.2054
H  -1.314  2.898  -0.352  0.2451
H  -0.915  1.953  1.172  0.2059
C  -0.727  -0.255  -0.856  0.4138
N  -1.625  0.654  -0.416  -0.4126
H  -2.930  0.573  1.132  0.2236
H  -0.941  -2.343  -1.125  0.4395
C  2.197  0.076  -0.115  -0.2428
C  0.415  1.885  -0.324  -0.2123
H  -2.970  -2.278  0.164  0.2389
H  -2.060  -1.671  1.378  0.2107
C  -2.254  -1.490  0.394  -0.2337
H  2.868  0.620  0.614  0.2060
H  1.757  -1.865  0.733  0.2142
H  0.480  1.869  -1.524  0.2030
H  1.799  -1.865  -1.143  0.2143
H  0.745  0.413  1.185  0.3809


Record 3
Formula: C7H16N4
Source: OMol25
Level of theory: wB97M-V/def2-TZVPD

Values from the calculation:
- Max |F|: 0.2241 hartree/bohr
- Total charge: +2
- ΔE to the lowest compared entry with this formula, charge and spin: 337.59 kJ/mol
- SMILES: C/C(N)=[NH+]/C1=NC[N@H+](C)CC1
- Highest occupied orbital energy: -16.718 eV

Last column: natural (NBO) charge in e.
Atoms and positions in Å:
H  -2.181  -1.649  0.660  0.4666
H  1.903  -1.142  -1.175  0.2450
N  -1.833  -0.690  0.263  -0.5761
H  3.691  0.674  -1.112  0.2350
C  -4.175  -0.255  -0.058  -0.7056
N  -2.400  1.500  -0.420  -0.6225
C  -2.799  0.293  -0.113  0.5944
H  -4.810  0.479  0.422  0.2819
N  -0.003  1.015  -0.067  -0.5823
H  2.273  0.296  1.403  0.4435
H  -4.273  -1.201  0.555  0.2595
H  -1.358  1.563  -0.310  0.4581
H  4.189  -0.158  0.417  0.2307
C  1.910  -1.103  -0.087  -0.2349
H  -3.078  2.180  -0.639  0.4467
C  1.362  1.239  -0.155  -0.0965
C  0.439  -1.522  0.346  -0.5532
H  3.809  1.566  0.384  0.2350
C  3.716  0.590  -0.098  -0.3517
H  2.649  -1.950  0.142  0.2817
H  1.550  2.189  0.333  0.2424
H  1.579  1.427  -1.213  0.2215
C  -0.503  -0.560  0.240  0.5298
N  2.307  0.273  0.374  -0.3405
H  -4.634  -0.530  -0.915  0.2888
H  0.232  -2.485  -0.438  0.3134
H  0.438  -2.036  1.260  0.2894


Record 4
Formula: C7H16N4Nb
Source: OMol25
Level of theory: wB97M-V/def2-TZVPD

Values from the calculation:
- Max |F|: 0.1092 hartree/bohr
- Total charge: -1
- ΔE to the lowest compared entry with this formula, charge and spin: 0.00 kJ/mol
- Highest occupied orbital energy: -4.619 eV

Last column: natural (NBO) charge in e.
Atoms and positions in Å:
H  0.738  -0.457  -1.653  0.2308
H  -1.831  0.022  -2.068  0.2256
N  -1.964  0.460  1.487  -0.4686
H  0.602  -0.790  1.431  0.3684
N  2.901  0.358  1.034  -0.8955
H  2.688  -1.860  -1.394  0.3503
H  3.882  -0.815  -0.907  0.3439
N  1.197  -1.407  0.855  -0.8571
C  -3.321  -1.247  -0.824  -0.2176
H  1.523  3.172  -0.917  -0.4182
C  2.127  -0.504  0.101  0.4224
H  -0.543  2.139  -2.125  -0.4392
H  3.250  1.212  0.578  0.3669
H  2.212  0.625  -1.845  0.2170
H  1.809  -1.961  1.488  0.3597
C  -2.197  -0.178  -0.998  -0.2610
H  2.390  0.566  1.899  0.3846
H  -4.572  -2.129  1.005  0.2135
H  -0.892  3.518  0.023  -0.4116
H  -3.800  -1.828  -1.673  0.2152
H  0.780  1.946  1.312  -0.4580
H  -3.376  -0.574  2.771  0.1791
Nb  0.154  2.096  -0.417  1.9874
C  -3.012  -0.476  1.679  -0.0013
C  -3.752  -1.387  0.687  -0.3006
N  3.127  -1.438  -0.564  -0.8581
C  -1.527  0.633  0.138  -0.2602
C  1.406  0.303  -1.102  -1.0175


Record 5
Formula: C7H16NO2
Source: OMol25
Level of theory: wB97M-V/def2-TZVPD

Values from the calculation:
- Max |F|: 0.0194 hartree/bohr
- Total charge: +1
- ΔE to the lowest compared entry with this formula, charge and spin: 0.00 kJ/mol
- Highest occupied orbital energy: -11.282 eV

Last column: natural (NBO) charge in e.
Atoms and positions in Å:
C  1.324  0.729  -0.292  0.0783
C  1.738  -1.706  0.273  0.3713
H  -0.101  -0.935  -0.300  0.1986
C  -2.607  1.426  0.803  0.3334
C  3.198  -1.610  0.584  -0.6897
C  -2.576  0.235  1.639  -0.7215
C  0.929  -0.700  -0.079  -0.3550
H  -2.426  -0.638  0.994  0.2958
H  0.543  2.480  0.018  0.4799
H  -1.692  1.669  0.267  0.2756
H  -3.474  0.096  2.236  0.2416
H  3.767  -2.224  -0.115  0.2338
H  1.866  2.041  -1.934  0.2035
H  2.417  0.374  -2.120  0.2286
H  -3.673  2.976  0.066  0.4384
C  1.598  0.997  -1.776  -0.6248
H  -4.518  1.942  1.162  0.4302
N  -3.655  2.168  0.672  -0.6146
H  -1.685  0.255  2.271  0.2974
H  3.564  -0.592  0.520  0.2289
H  0.715  0.767  -2.367  0.2120
O  1.194  -2.944  0.359  -0.6711
O  0.260  1.571  0.166  -0.7635
H  1.866  -3.601  0.582  0.4866
H  3.385  -1.985  1.591  0.2313
H  2.220  0.973  0.292  0.1751


Record 6
Formula: C7H16NO3P
Source: OMol25
Level of theory: wB97M-V/def2-TZVPD

Values from the calculation:
- Max |F|: 0.0732 hartree/bohr
- ΔE to the lowest compared entry with this formula, charge and spin: 223.14 kJ/mol
- Highest occupied orbital energy (spin up / spin down): -7.989 / -7.987 eV

Last column: natural (NBO) charge in e.
Atoms and positions in Å:
H  -0.111  0.020  2.163  0.4930
H  -2.932  0.789  -1.822  0.2130
H  -3.176  -1.684  -1.702  0.2125
H  0.507  -1.422  -1.056  0.2320
C  -1.474  -1.995  -0.410  -0.3981
H  1.683  2.703  1.642  0.2732
H  -2.989  0.252  -0.137  0.2093
C  -2.399  0.222  -1.056  -0.3956
O  2.503  0.211  2.138  -0.6007
H  2.297  3.080  0.012  0.2618
H  4.218  -0.293  1.317  0.3285
C  1.493  2.618  0.576  -1.0136
H  -0.470  0.932  -1.718  0.2204
N  3.520  -0.653  1.965  -0.4833
C  -2.207  -1.223  -1.501  -0.3976
H  -1.211  1.895  -0.419  0.2200
C  -0.238  0.100  0.241  -0.0326
H  3.195  -1.573  1.668  0.3194
O  2.300  0.440  -0.995  -1.0502
H  -2.060  -1.959  0.511  0.2058
C  -0.106  -1.370  -0.153  -0.4439
H  -1.350  -3.044  -0.695  0.2140
O  -0.764  0.308  1.512  -0.7228
H  0.415  -1.907  0.645  0.2151
P  1.485  0.832  0.153  1.9127
H  0.542  3.085  0.338  0.2470
H  -1.624  -1.245  -2.424  0.1951
C  -1.049  0.882  -0.792  -0.4344


Record 7
Formula: C7H16O
Source: OMol25
Level of theory: wB97M-V/def2-TZVPD

Values from the calculation:
- Max |F|: 0.0565 hartree/bohr
- ΔE to the lowest compared entry with this formula, charge and spin: 176.06 kJ/mol
- SMILES: C=C(C)CCCC.O
- Highest occupied orbital energy: -8.973 eV

Last column: natural (NBO) charge in e.
Atoms and positions in Å:
H  0.664  -0.588  -0.630  0.2141
H  -1.000  0.836  -3.468  0.2015
C  0.947  1.733  -3.202  -0.6259
C  -0.089  0.641  -2.851  -0.3954
H  -1.118  1.728  -1.122  0.2020
H  0.620  -3.866  3.742  0.4673
C  -0.529  0.045  0.960  0.0281
H  -2.439  0.931  0.607  0.1976
H  1.953  1.340  -2.916  0.2004
C  0.202  -0.702  2.058  -0.6626
H  0.320  -0.351  -3.062  0.2049
C  0.298  0.347  -0.225  -0.4591
H  0.879  -0.012  2.607  0.2133
H  1.044  -1.326  1.790  0.2117
H  -1.516  0.063  -1.397  0.1981
H  1.240  -3.312  4.977  0.4670
H  -2.181  -0.132  2.161  0.2018
H  0.896  2.794  -2.833  0.2130
H  1.071  1.132  0.012  0.2233
H  0.919  1.843  -4.291  0.2063
O  0.542  -3.111  4.338  -0.9318
H  -0.322  -1.143  2.903  0.2370
C  -1.796  0.332  1.237  -0.4275
C  -0.605  0.780  -1.395  -0.3849


Record 8
Formula: C7H16O
Source: OMol25
Level of theory: wB97M-V/def2-TZVPD

Values from the calculation:
- Multiplicity: 2
- Max |F|: 0.1064 hartree/bohr
- Total charge: +1
- ΔE to the lowest compared entry with this formula, charge and spin: 219.92 kJ/mol
- Highest occupied orbital energy (spin up / spin down): -14.870 / -14.873 eV

Last column: Mulliken spin population.
Atoms and positions in Å:
H  0.217  2.155  -2.042  0.0028
O  2.587  -1.408  1.529  0.0000
H  -3.454  0.381  1.582  0.0020
H  -2.735  1.012  0.195  0.0240
H  -0.388  1.156  -3.070  -0.0004
H  -0.415  1.601  -0.010  0.0241
H  2.627  -0.493  1.133  -0.0003
C  -0.180  0.557  0.362  0.0756
H  1.958  0.650  -1.262  -0.0004
H  -1.729  -1.137  2.928  0.0037
H  -0.760  -1.986  1.986  0.0349
H  1.317  1.519  -3.456  0.0011
C  -2.562  0.463  1.136  0.4425
C  0.111  -0.384  -0.866  0.0811
H  -0.034  -0.674  2.849  0.0042
C  -0.858  -0.939  2.323  0.0316
C  0.567  1.297  -2.653  0.0011
H  0.854  0.492  0.996  -0.0060
H  -0.641  -0.730  -1.404  0.0020
C  1.127  0.211  -1.790  0.0117
H  1.750  -1.742  1.279  -0.0001
C  -1.307  -0.065  1.177  0.2495
H  0.452  -1.363  -0.343  0.0024
H  1.496  -0.574  -2.578  0.0128


Record 9
Formula: C7H16O4Yb
Source: OMol25
Level of theory: wB97M-V/def2-TZVPD

Values from the calculation:
- Multiplicity: 2
- Max |F|: 0.0703 hartree/bohr
- Total charge: +1
- Highest occupied orbital energy (spin up / spin down): -10.498 / -10.380 eV

Last column: Mulliken spin population.
Atoms and positions in Å:
C  -0.773  -1.775  2.443  -0.0001
H  -1.357  -2.077  3.326  0.0000
H  2.287  0.876  0.958  0.0001
C  -1.061  -2.662  1.238  -0.0001
C  0.435  0.961  -2.941  0.0321
H  -2.729  1.620  -2.413  0.0036
H  0.874  1.968  -2.897  0.0006
H  -0.039  0.431  3.639  0.0001
H  -1.118  1.523  2.698  0.0003
H  1.192  -0.957  -2.950  0.0010
H  -2.156  -2.821  1.168  0.0001
O  -0.764  0.970  -2.149  0.0567
Yb  -0.679  -0.049  -0.116  0.0202
O  -1.121  -0.430  2.085  0.0002
C  -1.688  1.944  -2.419  0.8736
O  -0.554  -2.090  0.071  -0.0002
C  -1.009  0.523  3.131  -0.0004
H  -1.808  0.366  3.868  -0.0001
H  0.302  -1.791  2.691  0.0000
H  2.362  1.989  -0.448  0.0001
H  2.470  -0.157  -2.598  -0.0003
O  1.432  0.225  -0.790  -0.0008
H  0.166  0.720  -3.978  0.0018
H  -1.336  2.943  -2.168  0.0136
H  3.431  0.520  -0.409  0.0001
C  2.455  0.942  -0.125  -0.0006
C  1.399  -0.059  -2.356  -0.0017
H  -0.613  -3.653  1.438  0.0001


Record 10
Formula: C7H16O6
Source: OMol25
Level of theory: wB97M-V/def2-TZVPD

Values from the calculation:
- Max |F|: 0.0584 hartree/bohr
- ΔE to the lowest compared entry with this formula, charge and spin: 0.00 kJ/mol
- SMILES: CCC[C@H](OC[C@@H](C)O)OOOO
- Highest occupied orbital energy: -10.242 eV

Last column: natural (NBO) charge in e.
Atoms and positions in Å:
H  2.429  -5.722  0.627  0.2099
H  1.400  -0.651  3.096  0.2147
H  -1.529  -4.883  0.557  0.4652
H  1.361  -5.736  2.055  0.2265
H  -0.848  -2.653  3.505  0.2127
H  -0.190  -0.240  5.304  0.2014
C  0.348  -5.307  0.210  0.0797
C  1.439  -6.010  0.996  -0.6260
C  0.946  -1.645  3.075  -0.4309
C  -0.473  -1.286  5.146  -0.5995
H  1.336  -7.096  0.907  0.2175
O  2.347  -2.179  1.196  -0.2796
H  -1.484  -1.429  5.535  0.2104
H  0.287  -5.735  -0.796  0.1598
C  0.583  -3.816  0.078  -0.1006
H  3.493  1.599  0.007  0.4678
H  -0.193  -3.358  -0.557  0.1690
O  0.411  -3.306  1.412  -0.5232
C  -0.447  -1.644  3.661  -0.4012
O  2.940  -0.727  1.293  -0.0244
O  3.166  -0.281  0.029  -0.0230
O  -0.896  -5.563  0.853  -0.7111
O  2.626  1.130  -0.071  -0.4390
H  0.552  -1.284  0.990  0.1329
H  -1.064  -0.942  3.087  0.1937
H  0.211  -1.926  5.717  0.2037
H  1.583  -3.578  -0.294  0.2108
H  1.578  -2.347  3.635  0.2086
C  1.005  -2.080  1.608  0.3742


Record 11
Formula: C7H16S2
Source: OMol25
Level of theory: wB97M-V/def2-TZVPD

Values from the calculation:
- Max |F|: 0.0760 hartree/bohr
- ΔE to the lowest compared entry with this formula, charge and spin: 392.13 kJ/mol
- Highest occupied orbital energy: -8.569 eV

Last column: natural (NBO) charge in e.
Atoms and positions in Å:
H  -0.009  -0.322  -1.525  0.2530
S  2.489  -0.717  0.189  0.0364
H  -1.427  -3.094  -1.064  0.2265
H  -0.283  4.343  0.020  0.1926
C  -1.301  -1.981  -0.835  -0.6368
H  1.223  -1.442  -2.951  0.2187
S  0.034  -1.235  1.757  0.0168
H  0.006  1.741  -0.110  0.1954
C  0.728  -1.143  0.250  -0.1994
C  0.754  -2.129  -2.218  -0.6103
C  -0.973  3.540  0.495  -0.3990
H  -2.475  1.791  1.781  0.2104
H  4.625  1.129  2.528  0.0182
H  -2.221  0.623  0.531  0.2061
H  -2.031  -1.466  -1.477  0.2188
H  -0.019  -2.661  -2.804  0.2247
C  -1.745  1.298  1.136  -0.6413
C  -0.806  2.224  0.422  -0.1792
H  -1.155  0.680  1.783  0.2215
C  0.061  -1.397  -1.043  -0.3748
H  3.973  0.515  2.742  -0.0185
H  -1.718  -1.570  0.169  0.2447
H  -1.814  4.049  0.924  0.1908
H  1.601  -2.791  -2.038  0.2248
H  2.482  0.015  1.340  0.1597


Record 12
Formula: C7H17BMgN3O2
Source: OMol25
Level of theory: wB97M-V/def2-TZVPD

Values from the calculation:
- Max |F|: 0.0913 hartree/bohr
- Total charge: +1
- Highest occupied orbital energy: -9.813 eV

Last column: natural (NBO) charge in e.
Atoms and positions in Å:
Mg  -0.979  -4.270  0.657  0.6444
H  -3.650  -0.723  -2.018  0.2119
H  -0.848  0.823  0.248  0.2475
C  1.145  1.464  1.002  0.4194
H  3.064  0.783  0.767  0.3718
H  0.273  0.807  2.739  0.3627
B  -0.470  -0.420  -2.018  1.1534
H  0.461  3.385  0.591  0.3639
H  1.903  0.851  2.776  0.3883
H  0.117  1.827  -0.789  0.2523
C  -2.802  -0.141  -1.698  -0.2491
H  0.061  2.843  2.076  0.3628
C  1.151  -1.379  -0.222  -0.5680
H  -0.930  -0.891  1.773  0.2429
H  0.090  -3.271  0.183  0.0577
H  1.909  -1.183  0.526  0.2711
H  1.631  -2.028  -0.946  0.2397
H  -2.671  0.720  -2.338  0.2022
N  2.470  1.526  0.428  -0.8565
C  0.171  0.994  -0.094  -0.5479
H  -3.001  0.140  -0.671  0.1742
N  0.798  2.854  1.385  -0.8446
C  0.039  -2.169  0.400  -0.1631
C  -0.985  -1.744  1.136  -0.4380
C  0.670  -0.159  -0.932  0.0979
H  -1.943  -2.226  1.043  0.2094
H  0.277  -0.526  -3.830  0.5223
O  -1.655  -1.016  -1.724  -0.7388
N  1.106  0.641  2.190  -0.8717
H  2.870  2.427  0.648  0.4024
O  -0.271  0.061  -3.289  -0.9204